Entry 1:
Density functional theory data (ωB97M-V/def2-TZVPD) for C34H77Cl4Cu3N4O12P2 as an isolated structure in a non-equilibrium geometry.

Structure (XYZ):
```
136
Properties=species:S:1:pos:R:3:forces:R:3
Cu -4.15307 -0.70549 -1.00341 1.273 -0.356 0.795
Cu -5.09842 1.95574 0.47211 1.389 -0.098 -0.480
Cu -4.38341 2.45342 -2.86203 1.077 -0.302 0.858
C -3.32357 3.92119 0.28749 -0.202 -0.774 -0.053
C -2.01312 3.20562 -0.07067 0.046 0.691 -0.761
C -0.95416 3.60578 0.95939 0.463 0.221 0.323
C 0.27525 2.68929 1.03616 -0.228 0.715 -0.311
C -0.20855 1.25740 1.10342 -0.046 0.256 1.021
C -1.12261 0.83805 -0.03225 1.042 0.319 -1.834
N -2.24413 1.77637 -0.11402 0.181 -0.298 2.818
O -3.35787 1.40588 -0.82487 -3.158 -0.718 -1.521
C -1.51824 -0.60862 0.16379 -1.083 -0.067 -0.221
C -0.32292 0.86575 -1.35057 0.295 -0.569 -0.798
C -1.57712 3.72960 -1.46326 -0.303 -0.180 -0.300
H -3.77486 3.48220 1.20087 0.146 0.059 0.186
H -4.02345 3.79036 -0.55404 -0.098 0.447 0.008
H -3.16849 4.97734 0.48852 -0.109 0.065 -0.109
H -1.37051 3.72620 1.96450 -0.268 -0.267 -0.091
H -0.61696 4.60446 0.66800 -0.091 0.057 0.077
H 0.82981 2.96738 1.93338 -0.003 -0.180 0.060
H 0.94984 2.95253 0.21642 -0.043 -0.501 -0.155
H -0.75950 1.20704 2.05422 -0.154 -0.261 -0.133
H 0.59083 0.52257 1.21181 0.015 0.228 -0.325
H -2.03256 -1.02434 -0.71376 0.173 0.194 -0.036
H -2.19289 -0.74711 1.01391 0.263 -0.082 0.185
H -0.64191 -1.24907 0.23416 0.103 0.101 0.365
H 0.11937 1.79920 -1.68602 0.089 0.214 0.591
H -0.93103 0.56568 -2.21510 -0.179 -0.174 0.299
H 0.48461 0.13039 -1.29228 0.008 0.070 -0.045
H -0.49864 3.84060 -1.55448 0.010 0.123 0.096
H -2.06151 4.67571 -1.71023 0.169 0.104 0.013
H -1.84645 2.99033 -2.23273 -0.143 0.095 -0.094
C 2.54359 -0.92875 5.92487 -0.814 0.303 0.840
O 2.45303 -2.12079 5.98437 0.274 -0.893 -0.060
N 1.56649 -0.13727 5.38351 -0.521 0.156 1.574
C 1.76912 1.27776 5.31920 -0.291 1.165 -0.019
C 0.48995 -0.69428 4.62828 -0.726 0.561 -1.211
H 3.38315 -0.32585 6.29873 0.112 -0.206 0.223
H 2.47889 1.66861 6.04887 0.406 -0.585 -0.086
H 0.88909 1.87592 5.58262 -0.307 -0.465 -0.298
H 2.10669 1.57574 4.31697 -0.060 0.173 0.012
H 0.49995 -1.77778 4.54401 0.101 -0.017 0.812
H -0.52879 -0.40416 4.88773 0.150 0.376 0.541
H 0.71922 -0.36605 3.59948 -1.364 0.422 0.449
C 4.03198 -0.46340 3.70615 0.556 -0.203 0.142
O 5.18227 -0.32784 4.04814 0.625 0.335 -0.195
N 3.61833 -1.14606 2.61571 -1.274 0.415 -0.055
C 2.20471 -1.50243 2.53774 1.211 -0.021 -0.895
C 4.47907 -1.63713 1.57719 1.090 -0.363 0.188
H 3.22613 -0.06676 4.34774 0.588 -0.195 -1.380
H 2.13900 -2.45449 2.01157 -0.163 -0.240 0.312
H 1.67498 -0.78125 1.89569 -0.055 -0.124 0.217
H 1.76311 -1.53224 3.52840 1.047 -0.752 -1.113
H 3.92521 -1.77297 0.65125 -0.140 -0.129 0.054
H 5.32048 -0.98090 1.35358 -0.178 0.323 0.257
H 4.94976 -2.57056 1.90376 -0.170 -0.170 -0.303
C 5.60536 5.41845 -0.03413 0.020 0.357 0.222
O 6.45758 5.92869 0.64806 0.035 0.074 0.334
N 5.00123 4.22585 0.23790 -0.151 0.390 -0.640
C 4.29163 3.50147 -0.77242 -1.812 -0.688 0.651
C 5.03272 3.63395 1.54114 0.229 -0.433 0.589
H 5.19212 5.96530 -0.89955 0.071 -0.455 -0.335
H 3.31299 3.18153 -0.35827 0.162 0.062 0.212
H 4.74934 2.54020 -1.01853 0.434 0.301 -0.433
H 3.94391 4.08053 -1.62530 0.861 0.211 -0.233
H 5.53685 2.66276 1.54539 0.007 0.011 -0.042
H 5.54269 4.26872 2.25957 0.134 0.171 -0.208
H 4.01045 3.47999 1.90960 -0.023 -0.022 -0.124
Cl -4.17061 9.90300 2.02825 -0.018 0.176 0.036
C -4.06647 9.55578 0.29808 0.520 -0.942 -0.306
C -3.17157 8.33901 0.11956 0.816 -0.281 0.821
Cl -2.79004 8.07523 -1.60516 -0.338 -0.307 -0.078
H -3.59828 10.35529 -0.26803 -0.312 0.391 0.260
H -5.05963 9.31854 -0.06818 -0.084 0.290 -0.086
H -3.53853 7.43432 0.60979 -0.588 0.008 -0.525
H -2.20003 8.43945 0.60572 -0.045 0.619 -0.097
Cl 1.97069 6.62230 -1.76219 -0.082 -0.430 0.240
C 0.42965 6.86538 -2.57123 -0.446 1.079 -1.749
C 0.43410 6.53482 -4.07164 0.869 -0.577 0.687
Cl 1.75395 7.37365 -4.91015 -0.068 0.087 -0.112
H 0.23004 7.93657 -2.60490 -0.065 0.005 0.814
H -0.40413 6.33051 -2.12768 0.201 -0.012 0.442
H -0.49843 6.86862 -4.51589 -0.118 -0.177 0.003
H 0.61940 5.46849 -4.19889 -0.246 -0.003 -0.300
C 1.89110 -4.53892 -0.19531 -0.501 0.262 1.216
C 1.94139 -5.78053 -1.04744 2.539 -0.028 -0.099
O 1.33084 -5.61363 -2.32497 -0.627 -0.286 0.145
P 2.02057 -4.81583 -3.52001 0.194 0.063 0.974
O 1.21118 -4.85386 -4.72377 -0.313 -0.307 -0.613
O 2.24297 -3.34270 -2.97369 -0.013 0.103 -0.157
C 1.79830 -2.22956 -3.77580 -0.006 0.090 0.354
C 0.30066 -1.97034 -3.58420 0.874 0.789 -0.644
O 3.50029 -5.33423 -3.50975 0.534 -0.176 0.039
C 3.80838 -6.71703 -3.84882 -0.368 0.220 -0.930
C 4.29864 -6.78623 -5.29585 0.381 -0.948 -0.075
H 2.50482 -3.71245 -0.54325 -0.098 -0.087 -0.448
H 0.86581 -4.18869 -0.03334 -0.012 0.053 -0.290
H 2.25100 -4.72897 0.82297 0.090 -0.403 -0.167
H 3.00349 -6.01171 -1.23032 0.002 0.389 -0.082
H 1.71133 -6.71154 -0.52828 -1.365 0.196 -0.276
H 2.41829 -1.40145 -3.43561 -0.102 0.065 0.052
H 2.01264 -2.39630 -4.82980 0.075 -0.127 0.033
H -0.00947 -2.24936 -2.58214 -0.216 -0.271 -0.059
H 0.14244 -0.89165 -3.69781 -0.083 -0.080 -0.005
H -0.21446 -2.45319 -4.41036 -0.439 -0.350 0.444
H 4.57723 -7.10444 -3.18715 -0.114 0.391 0.378
H 2.88771 -7.28836 -3.72280 0.143 -0.202 0.082
H 3.64090 -7.39802 -5.91296 -0.258 0.388 -0.073
H 4.46220 -5.81085 -5.74149 -0.221 0.113 0.059
H 5.25042 -7.32158 -5.35206 0.060 0.178 0.161
C -7.75517 -3.75163 0.62887 0.427 0.219 -1.169
C -6.47181 -3.82823 -0.18463 -0.656 -0.410 0.354
O -5.40652 -4.27998 0.68682 0.335 1.023 0.001
P -3.90771 -3.95915 0.33412 0.411 -1.575 0.071
O -3.65627 -2.69003 -0.40297 -1.064 1.557 -0.666
O -3.08812 -4.06396 1.64899 -0.272 0.017 0.177
C -3.36501 -3.28315 2.81768 -0.584 0.071 0.933
C -2.10575 -3.20635 3.64740 0.600 -0.003 -0.909
O -3.38418 -5.23358 -0.39963 -0.219 0.335 -0.305
C -2.96929 -5.22327 -1.76937 0.942 0.046 -1.754
C -1.57322 -4.60776 -1.92442 -1.325 -0.353 1.060
H -7.98791 -4.72082 1.05532 -0.054 0.071 0.270
H -7.68986 -2.94532 1.35393 -0.124 -0.182 0.277
H -8.51448 -3.50029 -0.11783 -0.262 -0.018 0.326
H -6.58277 -4.55226 -0.99212 0.117 -0.029 -0.009
H -6.24598 -2.85434 -0.62582 0.240 0.004 0.096
H -3.77603 -2.30095 2.55704 0.381 0.075 -0.254
H -4.16242 -3.75837 3.39547 0.033 -0.224 -0.199
H -1.85719 -4.16158 4.10428 -0.313 0.059 0.331
H -1.26624 -3.03495 2.96261 -0.056 0.320 0.093
H -2.15038 -2.38821 4.36030 -0.034 -0.162 0.231
H -2.97366 -6.24486 -2.14456 -0.088 -0.152 0.471
H -3.63150 -4.67938 -2.45334 -0.459 0.084 0.597
H -1.29078 -4.56751 -2.97087 0.222 0.010 0.002
H -1.69263 -3.61889 -1.47363 0.599 0.135 -0.298
H -0.89992 -5.21072 -1.32448 0.355 0.142 -0.221
```
Positions in Å, forces in eV/Å.

As for the LUMO energy: -9.04 eV. As for the net charge: +2. The total energy comes out at -269607.551 eV.



Entry 2:
Density functional theory data (ωB97M-V/def2-TZVPD) for a 2-piece molecular cluster, C6H11ClSi overall in a non-equilibrium geometry.

Structure (XYZ):
```
19
Properties=species:S:1:pos:R:3:forces:R:3
C 0.98955 3.29108 1.43485 -1.301 -1.648 -1.097
C 0.37264 2.32949 1.00785 0.688 -0.904 0.201
C 2.64803 -0.63192 0.31903 -4.247 -0.608 3.044
C -2.41682 -0.82081 -0.52387 5.320 -0.632 -3.335
C 1.13980 -0.73141 -0.05002 -0.110 0.394 -1.095
C -2.00893 0.25802 0.44520 1.764 -0.539 -0.623
Si -0.12287 0.60409 0.51044 -0.544 0.331 -0.507
Cl -0.42628 -1.86437 -4.16757 0.048 0.278 0.590
H 1.45103 4.19494 1.67757 0.480 0.811 0.454
H 3.06587 0.04498 -0.26488 2.129 3.521 -2.040
H 2.74247 -0.52395 1.37571 0.587 0.595 0.693
H 3.06731 -1.51603 0.08600 1.367 -3.221 -0.893
H -3.41920 -0.80403 -0.56901 -3.546 -0.397 -0.406
H -1.94062 -0.70719 -1.61080 -1.286 0.206 1.909
H -1.99400 -1.80053 -0.32358 -0.388 -0.254 0.598
H 0.68643 -1.72393 0.29651 0.436 1.276 -1.059
H 1.26584 -0.59002 -1.22524 -1.543 -0.784 1.873
H -2.43574 -0.06036 1.34886 0.142 -0.438 2.101
H -2.66452 1.05194 0.23296 0.004 2.013 -0.406
```
Positions in Å, forces in eV/Å.

As for the LUMO energy: -3.21 eV. The total energy comes out at -26794.518 eV.



Entry 3:
Density functional theory data (ωB97M-V/def2-TZVPD) for C24H45NP2SiSr as an isolated structure in a non-equilibrium geometry.

Structure (XYZ):
```
74
Properties=species:S:1:pos:R:3:forces:R:3
P -2.28579 1.31264 -0.39839 -2.329 3.747 -0.891
P -0.72823 -0.57097 -3.22899 0.043 0.748 -3.145
C -2.48302 1.48779 -2.24789 -0.086 -0.408 -0.061
C -2.43647 0.14476 -2.95590 -0.109 -0.074 -0.029
H -1.70242 2.16691 -2.61550 -0.106 -0.217 0.076
H -3.44450 1.97607 -2.46797 0.258 -0.070 0.317
H -2.95714 -0.64111 -2.36626 -0.227 0.364 -0.229
H -2.98414 0.22003 -3.90940 0.345 -0.237 0.286
C 0.42469 0.86637 -3.45640 0.142 0.146 0.051
H 1.40908 0.43863 -3.71707 -0.387 0.073 0.200
H 0.56659 1.48185 -2.55295 -0.037 -0.231 -0.238
H 0.12358 1.51624 -4.29228 -0.057 -0.154 0.328
C -1.05871 -0.88585 -5.01344 0.228 -0.498 -0.244
H -1.46807 0.01562 -5.50185 0.321 -0.304 0.249
H -1.81535 -1.67925 -5.07843 0.267 0.105 -0.100
H -0.14314 -1.21415 -5.52581 -0.338 0.037 0.097
C -2.54405 3.13935 -0.23277 0.314 0.576 0.539
H -2.59565 3.41782 0.82734 0.084 -0.008 -0.417
H -3.48880 3.44098 -0.71754 0.309 -0.406 0.097
H -1.72488 3.70781 -0.69144 -0.215 -0.238 0.185
C -4.05041 0.93743 0.02063 -0.104 -0.826 0.216
H -4.15938 -0.11473 0.30362 -0.231 0.110 0.025
H -4.73244 1.15143 -0.81433 0.311 0.003 0.190
H -4.34980 1.54880 0.88100 0.178 -0.201 -0.140
Sr -0.86498 -1.01693 -0.57932 2.683 -3.689 3.339
C 0.46770 3.65816 0.86846 0.590 -0.838 -1.232
C 0.19129 4.94986 0.78202 -0.248 0.203 -0.645
C -0.42516 5.81940 1.80945 0.362 0.354 0.735
C -0.67981 5.11579 3.15701 0.347 0.683 0.286
C -1.75897 4.07095 3.13682 -0.402 -0.724 0.053
C -1.67535 2.74420 2.90840 -0.707 1.233 0.873
C -0.46263 1.96197 2.58113 0.403 -0.423 -0.102
C 0.75443 2.76690 2.03689 -0.523 -0.796 0.591
C -0.63041 -2.30424 1.91075 -0.184 0.953 -1.104
H 0.59425 3.13287 -0.10632 0.436 0.485 0.564
H 0.37281 5.44173 -0.18393 -0.544 -0.334 0.131
H -1.37454 6.22500 1.42643 0.158 -0.156 -0.070
H 0.22284 6.69625 1.94975 -0.168 -0.036 0.201
H 0.26802 4.72270 3.53971 -0.354 0.183 -0.031
H -0.98949 5.89409 3.88112 0.107 -0.359 -0.294
H -2.73816 4.49151 3.38989 0.124 -0.352 -0.074
H -2.58437 2.14497 3.10663 0.408 0.370 -0.341
H -0.75132 1.14442 1.88740 0.313 0.383 0.243
H -0.18872 1.42292 3.50013 0.226 0.013 -0.219
H 1.20444 3.34542 2.85462 0.012 -0.458 -0.380
H 1.48463 2.00854 1.69549 -0.143 0.487 0.276
H -0.30686 -3.34090 1.71547 -0.314 0.408 0.002
H -1.73643 -2.19644 1.93031 0.174 -0.486 0.671
H -0.16146 -1.92128 2.83428 -0.396 -0.043 -0.376
C 3.10304 -0.37843 -0.06590 0.195 0.534 -0.066
Si 3.25386 -2.22509 0.16793 -1.782 -1.808 -0.519
C 4.84800 -2.82842 -0.61079 0.415 0.183 -0.189
C 3.38064 -2.63254 1.99685 0.196 0.189 0.399
N 1.83386 -2.95123 -0.58286 1.014 1.682 -0.092
C 1.47479 -4.23502 -0.49210 -0.347 -0.040 0.322
C 0.21438 -4.63362 -1.06069 0.412 -0.248 0.424
C -0.36528 -5.84077 -0.70901 0.454 -0.251 0.350
C 0.28596 -6.72033 0.17772 -0.277 0.043 -0.208
C 1.57136 -6.40930 0.63712 -0.060 -0.198 -0.146
C 2.19768 -5.24299 0.25327 -0.130 0.680 -0.160
H 4.11280 0.03144 -0.20526 -0.196 0.138 0.039
H 2.65528 0.12251 0.80132 0.020 -0.106 -0.087
H 2.52300 -0.12516 -0.96539 0.085 -0.102 0.081
H 5.73306 -2.45953 -0.07418 -0.095 -0.030 -0.079
H 4.90808 -3.92273 -0.63073 -0.118 0.165 0.042
H 4.91637 -2.48021 -1.64736 0.042 -0.049 0.042
H 2.40191 -2.67180 2.49012 0.093 0.066 -0.182
H 3.87556 -3.59694 2.17370 -0.079 0.242 -0.081
H 3.98390 -1.85990 2.49500 -0.056 -0.122 0.062
H -0.28974 -3.92835 -1.73550 0.152 -0.184 0.135
H -1.33525 -6.10678 -1.11560 -0.024 -0.045 0.045
H -0.19563 -7.64255 0.48989 0.041 0.117 -0.084
H 2.09689 -7.09178 1.31662 -0.238 0.167 -0.325
H 3.21222 -5.01279 0.61522 -0.650 -0.122 -0.182
```
Positions in Å, forces in eV/Å.

As for the LUMO energy: -0.49 eV. The total energy comes out at -54394.932 eV.